(P)
A 2-piece molecular cluster, C4H6FN2O2 overall, computed with ωB97M-V/def2-TZVPD.

Element x y z (Å)
C (0.81, 0.26, 0.02)
H (-0.41, -0.79, 1.73)
F (-1.60, -2.76, -0.45)
C (-0.36, -0.10, 0.89)
H (-1.88, -2.27, 0.45)
C (0.56, 0.61, -1.45)
H (-0.51, 0.45, -1.64)
H (0.79, 1.66, -1.66)
H (1.18, -0.02, -2.09)
C (2.02, -0.55, 0.26)
N (2.97, -1.22, 0.34)
N (-1.31, 0.91, 1.08)
O (-1.11, 2.05, 0.63)
O (-2.46, 0.56, 1.41)
H (1.31, 1.20, 0.49)

Its net charge is -1. The LUMO energy comes out at 3.93 eV. The HOMO energy is -3.5 eV. The HOMO-LUMO gap is 0.2721 Ha.

Mulliken population analysis, charges in e, atoms 1 to 5: 1.14 0.57 -0.45 -1.29 0.44

***

(Q)
A 2-piece molecular cluster, C4H6FN2O2 overall, computed with ωB97M-V/def2-TZVPD.

Element x y z (Å)
C (0.15, -0.36, 0.60)
H (-1.33, 1.15, 0.69)
F (2.42, 0.28, -1.00)
C (-0.52, 0.87, 0.01)
H (0.25, 1.66, 0.06)
N (1.07, -0.18, 1.75)
O (0.55, 0.20, 2.79)
O (2.10, -0.82, 1.72)
C (0.28, -1.62, -0.19)
N (0.38, -2.51, -0.93)
C (-1.05, 0.62, -1.39)
H (-0.24, 0.51, -2.12)
H (-1.67, -0.29, -1.43)
H (-1.68, 1.47, -1.71)
H (-0.72, -0.98, 1.14)

Its net charge is -1. The LUMO energy comes out at 3.09 eV. The HOMO energy is -4.0 eV. The HOMO-LUMO gap is 0.2598 Ha.

Mulliken population analysis, charges in e, atoms 1 to 5: 0.34 0.33 -0.91 -0.28 0.28

***

The data favor (P); the next most stable structure lies 94.1 kJ/mol above it.

***

(P)
C28H35BeN5P2Se as an isolated structure, computed with ωB97M-V/def2-TZVPD.

Element x y z (Å)
Be (1.88, -2.57, 3.90)
C (-2.07, 2.13, 4.70)
C (-2.96, 1.69, 3.81)
C (-2.63, 1.53, 2.34)
C (-1.54, 0.43, 2.14)
C (-0.20, 1.02, 1.75)
C (0.44, 2.05, 2.34)
C (-0.17, 3.17, 3.09)
C (-0.79, 2.88, 4.51)
C (3.30, -3.39, 4.54)
H (-2.27, 1.93, 5.76)
H (-3.97, 1.37, 4.12)
H (-2.31, 2.47, 1.87)
H (-3.56, 1.27, 1.81)
H (-1.39, -0.20, 3.06)
H (-1.87, -0.26, 1.32)
H (0.38, 0.48, 0.99)
H (1.53, 2.11, 2.21)
H (-0.93, 3.68, 2.47)
H (0.67, 3.88, 3.25)
H (-0.02, 2.36, 5.12)
H (-0.93, 3.88, 4.96)
H (3.50, -3.40, 5.63)
H (4.09, -2.74, 4.14)
H (3.58, -4.42, 4.27)
P (1.81, -1.19, -1.20)
P (-1.74, -0.44, -1.17)
N (3.19, -0.06, -1.54)
N (2.46, -2.43, -2.33)
N (-1.89, 1.33, -1.59)
N (-3.31, -0.91, -1.88)
C (0.75, -0.36, -2.51)
C (-0.70, -0.90, -2.65)
C (4.06, 0.39, -0.54)
C (4.96, 1.27, -1.12)
C (4.66, 1.36, -2.50)
C (3.56, 0.55, -2.74)
C (2.55, -3.77, -1.94)
C (2.81, -4.54, -3.06)
C (2.89, -3.67, -4.18)
C (2.69, -2.38, -3.71)
C (-1.41, 2.29, -0.69)
C (-1.50, 3.55, -1.24)
C (-1.99, 3.38, -2.56)
C (-2.21, 2.01, -2.76)
C (-4.27, -0.32, -2.71)
C (-5.25, -1.25, -3.04)
C (-4.88, -2.49, -2.41)
C (-3.70, -2.26, -1.72)
H (1.15, -0.40, -3.53)
H (0.72, 0.70, -2.21)
H (-1.17, -0.52, -3.59)
H (-0.68, -2.00, -2.71)
H (3.89, 0.09, 0.49)
H (5.75, 1.79, -0.61)
H (5.15, 1.96, -3.25)
H (2.96, 0.44, -3.63)
H (2.39, -4.03, -0.91)
H (2.92, -5.61, -3.08)
H (3.05, -3.94, -5.21)
H (2.66, -1.44, -4.25)
H (-0.95, 1.98, 0.23)
H (-1.23, 4.48, -0.73)
H (-2.14, 4.16, -3.30)
H (-2.58, 1.49, -3.62)
H (-4.23, 0.72, -2.97)
H (-6.13, -1.07, -3.66)
H (-5.43, -3.42, -2.46)
H (-3.11, -2.92, -1.10)
Se (0.20, 0.06, 7.02)
C (0.54, -1.18, 5.84)
N (0.97, -1.88, 4.95)

The LUMO energy comes out at -1.24 eV. The HOMO energy is -8.5 eV. The HOMO-LUMO gap is 0.2659 Ha.

Mulliken population analysis, charges in e, atoms 1 to 5: -0.19 -0.51 -0.59 -0.42 0.19

***

(Q)
C28H35BeN5P2Se as an isolated structure, computed with ωB97M-V/def2-TZVPD.

Element x y z (Å)
Be (0.74, 1.15, -2.59)
C (0.04, 4.76, 4.28)
C (0.99, 3.83, 4.41)
C (0.89, 2.44, 3.84)
C (0.44, 2.33, 2.36)
C (-0.97, 1.85, 2.15)
C (-2.03, 2.20, 2.90)
C (-2.05, 3.32, 3.89)
C (-1.22, 4.58, 3.49)
C (0.54, 2.01, -4.09)
H (0.17, 5.75, 4.73)
H (1.90, 4.02, 4.98)
H (0.27, 1.77, 4.45)
H (1.92, 2.04, 3.87)
H (0.67, 3.26, 1.80)
H (1.10, 1.58, 1.88)
H (-1.08, 1.17, 1.29)
H (-2.97, 1.65, 2.80)
H (-1.74, 2.96, 4.89)
H (-3.09, 3.64, 4.00)
H (-0.99, 4.54, 2.42)
H (-1.86, 5.47, 3.66)
H (0.67, 3.08, -3.92)
H (-0.45, 1.87, -4.57)
H (1.34, 1.65, -4.76)
P (-0.40, -0.49, -2.76)
P (1.19, -0.79, 0.70)
N (-2.13, -0.37, -3.04)
N (0.09, -1.53, -4.11)
N (0.06, -1.76, 1.76)
N (2.59, -1.72, 1.31)
C (-0.43, -1.68, -1.39)
C (1.00, -1.81, -0.82)
C (-2.81, 0.83, -3.29)
C (-4.18, 0.57, -3.31)
C (-4.35, -0.83, -3.06)
C (-3.08, -1.39, -2.92)
C (1.14, -1.20, -4.97)
C (1.27, -2.22, -5.91)
C (0.29, -3.22, -5.60)
C (-0.42, -2.77, -4.49)
C (-0.72, -1.31, 2.83)
C (-1.52, -2.35, 3.31)
C (-1.15, -3.52, 2.58)
C (-0.19, -3.14, 1.64)
C (2.70, -2.46, 2.49)
C (3.86, -3.22, 2.45)
C (4.53, -2.91, 1.22)
C (3.73, -2.00, 0.54)
H (-0.81, -2.66, -1.74)
H (-1.14, -1.30, -0.64)
H (1.25, -2.87, -0.66)
H (1.77, -1.41, -1.51)
H (-2.25, 1.75, -3.41)
H (-4.96, 1.30, -3.46)
H (-5.29, -1.37, -2.98)
H (-2.77, -2.40, -2.71)
H (1.69, -0.28, -4.85)
H (1.98, -2.23, -6.72)
H (0.15, -4.15, -6.11)
H (-1.23, -3.23, -3.93)
H (-0.65, -0.30, 3.18)
H (-2.27, -2.27, 4.07)
H (-1.53, -4.53, 2.72)
H (0.32, -3.73, 0.90)
H (1.94, -2.41, 3.26)
H (4.19, -3.91, 3.21)
H (5.47, -3.31, 0.88)
H (3.86, -1.52, -0.42)
Se (2.51, 4.32, -0.03)
C (1.95, 2.90, -0.88)
N (1.55, 1.96, -1.50)

The LUMO energy comes out at -0.74 eV. The HOMO energy is -8.2 eV. The HOMO-LUMO gap is 0.2732 Ha.

Mulliken population analysis, charges in e, atoms 1 to 5: -0.54 -0.46 -0.63 -0.78 0.86

***

The data favor (Q); the next most stable structure lies 177.9 kJ/mol above it.

***

(P)
C10H9NO as an isolated structure, computed with ωB97M-V/def2-TZVPD.

Element x y z (Å)
C (-0.58, -0.93, 1.44)
C (-0.53, -2.25, 0.76)
C (-0.37, -2.32, -0.60)
C (-0.24, -1.27, -1.45)
C (-0.12, 0.12, -0.96)
C (0.22, 1.34, -1.66)
C (0.79, 2.41, -1.11)
C (0.65, 2.52, 0.41)
C (-0.03, 1.53, 1.05)
C (-0.19, 0.07, 0.51)
H (0.52, -0.19, 2.71)
H (0.28, -1.97, 3.38)
H (-0.96, -3.12, 1.20)
H (-0.36, -3.21, -1.02)
H (-0.70, 0.03, -3.47)
H (0.13, 1.29, -2.62)
H (0.94, 3.18, -1.89)
H (1.02, 3.37, 0.90)
H (-0.01, 1.83, 2.19)
N (-0.37, -0.87, 2.96)
O (-0.09, -1.57, -2.74)

The LUMO energy comes out at -2.44 eV. The HOMO energy is -7.6 eV. The HOMO-LUMO gap is 0.1913 Ha.

Mulliken population analysis, charges in e, atoms 1 to 5: 0.50 -0.75 -0.75 1.23 0.69

***

(Q)
One molecule with the formula C10H9NO, computed with ωB97M-V/def2-TZVPD.

Element x y z (Å)
C (-0.90, -1.35, -0.26)
C (-0.33, -1.86, -1.39)
C (0.70, -1.10, -1.94)
C (1.36, 0.02, -1.32)
C (0.58, 0.64, -0.22)
C (1.18, 1.65, 0.43)
C (0.50, 2.23, 1.54)
C (-0.71, 1.74, 1.86)
C (-1.17, 0.58, 1.23)
C (-0.43, -0.10, 0.28)
H (-2.19, -1.57, 1.23)
H (-2.23, -2.90, 0.22)
H (-0.70, -2.78, -1.93)
H (1.11, -1.33, -2.90)
H (3.09, -0.19, -1.78)
H (2.10, 2.04, 0.10)
H (0.88, 3.11, 2.22)
H (-1.39, 2.24, 2.46)
H (-2.17, 0.39, 1.44)
N (-1.76, -2.02, 0.44)
O (2.48, 0.56, -1.70)

The LUMO energy comes out at 0.83 eV. The HOMO energy is -6.6 eV. The HOMO-LUMO gap is 0.2741 Ha.

Mulliken population analysis, charges in e, atoms 1 to 5: 0.83 -0.76 -0.68 -0.13 0.38

***

(R)
One molecule with the formula C10H9NO, computed with ωB97M-V/def2-TZVPD.

Element x y z (Å)
C (3.70, 0.19, 0.09)
C (2.24, 0.01, -0.04)
C (1.72, -1.29, -0.16)
C (-0.39, -0.38, -0.05)
C (-1.78, -0.72, 0.09)
C (-2.70, 0.35, 0.05)
C (-2.22, 1.62, -0.08)
C (-0.90, 2.07, -0.02)
C (0.02, 0.94, -0.11)
C (1.44, 1.13, 0.03)
H (4.27, -0.06, -0.90)
H (4.08, 1.20, 0.36)
H (4.03, -0.48, 0.84)
H (2.48, -2.13, -0.19)
H (-1.75, -2.62, 0.69)
H (-3.74, -0.02, 0.10)
H (-3.02, 2.33, -0.11)
H (-0.51, 3.12, 0.14)
H (1.70, 2.11, 0.51)
N (0.40, -1.46, 0.01)
O (-2.14, -2.09, -0.03)

The LUMO energy comes out at 0.15 eV. The HOMO energy is -8.3 eV. The HOMO-LUMO gap is 0.3107 Ha.

Mulliken population analysis, charges in e, atoms 1 to 5: -1.40 0.99 -0.52 0.12 0.56

***

The data favor (R); the next most stable structure lies 36.8 kJ/mol above it.

***

(P)
A 4-piece molecular cluster, C16H24O12 overall, computed with ωB97M-V/def2-TZVPD.

Element x y z (Å)
C (-2.58, -0.59, 1.91)
C (-1.04, -0.41, 1.77)
C (-0.60, 0.56, 0.66)
O (0.29, 1.43, 1.38)
C (0.17, 1.26, 2.67)
O (0.65, 2.09, 3.47)
O (-0.57, 0.18, 3.00)
H (-2.75, -1.08, 2.71)
H (-3.03, -1.09, 1.15)
H (-3.15, 0.22, 1.98)
H (-0.49, -1.34, 1.63)
H (-1.53, 0.92, 0.14)
H (-0.15, -0.15, -0.09)
C (3.74, 2.07, 2.68)
C (3.65, 0.58, 2.90)
C (2.86, -0.32, 1.95)
O (3.74, -1.30, 1.55)
C (4.97, -1.13, 1.94)
O (5.99, -1.71, 1.74)
O (5.02, -0.12, 2.75)
H (3.70, 2.39, 1.75)
H (4.44, 2.49, 3.36)
H (2.89, 2.56, 2.91)
H (3.43, 0.15, 3.86)
H (2.53, 0.19, 0.99)
H (1.93, -0.88, 2.48)
C (-1.98, 4.27, -4.84)
C (-1.39, 3.81, -3.47)
C (-2.41, 3.60, -2.32)
O (-2.12, 2.37, -1.70)
C (-1.25, 1.67, -2.59)
O (-1.02, 0.48, -2.46)
O (-0.86, 2.49, -3.63)
H (-2.52, 5.19, -4.80)
H (-2.64, 3.52, -5.38)
H (-1.19, 4.47, -5.52)
H (-0.52, 4.49, -3.22)
H (-3.47, 3.80, -2.52)
H (-2.21, 4.55, -1.60)
C (0.66, -3.44, -0.75)
C (-0.87, -3.27, -0.90)
C (-1.59, -4.27, -1.70)
O (-2.13, -5.19, -0.75)
C (-1.90, -4.85, 0.44)
O (-2.02, -5.49, 1.54)
O (-1.42, -3.51, 0.49)
H (1.14, -2.96, -1.52)
H (0.91, -4.57, -0.62)
H (1.22, -3.04, 0.20)
H (-1.26, -2.32, -1.12)
H (-0.81, -4.85, -2.31)
H (-2.47, -3.94, -2.23)

The LUMO energy comes out at 0.14 eV. The HOMO energy is -10.3 eV. The HOMO-LUMO gap is 0.3832 Ha.

Mulliken population analysis, charges in e, atoms 1 to 5: -2.56 1.14 -0.16 -0.34 0.48

***

(Q)
A 4-piece molecular cluster, C16H24O12 overall, computed with ωB97M-V/def2-TZVPD.

Element x y z (Å)
C (-3.39, -0.39, 2.85)
C (-2.71, -1.69, 3.22)
C (-1.17, -1.76, 3.06)
O (-0.70, -1.95, 4.39)
C (-1.73, -2.27, 5.20)
O (-1.61, -2.73, 6.29)
O (-2.91, -1.96, 4.62)
H (-3.34, -0.23, 1.78)
H (-2.94, 0.44, 3.39)
H (-4.43, -0.53, 3.12)
H (-3.19, -2.52, 2.69)
H (-0.83, -0.80, 2.67)
H (-0.87, -2.55, 2.38)
C (-5.60, 3.53, -2.69)
C (-5.42, 2.08, -2.32)
C (-3.99, 1.69, -1.96)
O (-4.16, 0.82, -0.85)
C (-5.32, 1.15, -0.22)
O (-5.60, 0.84, 0.89)
O (-6.09, 1.90, -1.04)
H (-5.01, 4.12, -1.98)
H (-6.62, 3.89, -2.55)
H (-5.34, 3.79, -3.71)
H (-5.87, 1.35, -2.99)
H (-3.38, 2.54, -1.66)
H (-3.48, 1.19, -2.78)
C (-0.23, -0.33, -2.22)
C (1.06, -0.49, -1.43)
C (1.66, 0.82, -0.90)
O (2.13, 0.48, 0.40)
C (1.66, -0.73, 0.75)
O (1.86, -1.27, 1.80)
O (0.88, -1.25, -0.24)
H (0.05, -0.35, -3.27)
H (-0.70, 0.66, -2.15)
H (-0.98, -1.08, -1.99)
H (1.79, -0.96, -2.09)
H (1.02, 1.70, -0.89)
H (2.52, 1.13, -1.50)
C (7.77, -0.85, 0.26)
C (6.59, -1.17, -0.60)
C (5.21, -0.65, -0.16)
O (4.69, -0.07, -1.37)
C (5.66, 0.11, -2.28)
O (5.54, 0.69, -3.30)
O (6.80, -0.49, -1.87)
H (7.84, 0.23, 0.43)
H (8.70, -1.07, -0.25)
H (7.80, -1.42, 1.19)
H (6.56, -2.23, -0.84)
H (5.30, 0.10, 0.61)
H (4.55, -1.47, 0.09)

The LUMO energy comes out at 0.19 eV. The HOMO energy is -10.4 eV. The HOMO-LUMO gap is 0.3897 Ha.

Mulliken population analysis, charges in e, atoms 1 to 5: -1.28 0.57 -0.15 -0.36 0.63

***

The data favor (Q); the next most stable structure lies 472.5 kJ/mol above it.